1.
DFT (the ωB97M-V functional and the def2-TZVPD basis) results for a molecular structure, C12H33AlAsF10N5O11S4 at a distorted geometry.

```
77
Properties=species:S:1:pos:R:3:forces:R:3
Al 0.280 0.123 0.076 -0.6874 -0.9373 0.4360
As -3.443 2.681 1.388 -2.0985 0.8685 0.5738
F -4.451 1.383 0.550 1.0466 0.9874 0.8121
F -1.992 1.857 0.659 -0.4123 0.5978 0.4746
F -2.461 4.010 2.064 -0.7413 -1.8138 -0.4933
F -4.971 3.342 2.134 2.1657 -0.8020 -1.1722
F -3.300 1.627 2.816 0.3070 0.8338 -1.2427
F -3.655 3.658 -0.071 0.3181 -0.8793 0.8965
N 0.357 -2.214 -1.575 1.1608 -2.8893 3.5289
S 0.267 -2.646 -3.021 -1.7529 3.2116 -7.6226
O -0.785 -3.598 -3.312 1.7300 -0.1093 0.3693
O 1.476 -2.545 -3.822 -1.4703 -0.7110 1.2109
F -0.504 -1.281 -3.399 0.0966 0.5789 -0.8697
S 0.747 -3.859 -1.109 0.6406 -2.8685 4.0912
O 1.909 -4.556 -1.687 -2.7035 2.0757 0.3503
O -0.395 -4.674 -0.674 1.8921 2.0433 -1.2123
F 1.319 -3.289 0.237 0.3178 -0.0918 0.9135
N 2.570 0.477 1.701 -0.7923 -3.4016 1.8898
S 3.774 1.409 1.853 4.6819 8.4875 -0.9762
O 5.126 1.012 1.480 -2.3069 -0.3107 0.5339
O 3.655 2.396 2.939 0.1676 -2.6087 -0.9889
F 3.407 2.418 0.644 -0.3843 -0.5544 -0.5340
S 3.097 -0.532 2.995 -0.9514 -4.8362 1.7301
O 2.854 -0.115 4.365 0.3060 0.1446 -2.5139
O 4.317 -1.285 2.683 -2.5703 1.8113 0.4984
F 1.905 -1.661 2.797 0.9854 1.1574 -0.3165
C 3.099 1.965 -4.051 -0.8375 -1.3009 0.2675
C 2.473 1.122 -2.875 1.9905 0.0100 -0.1075
C 3.496 0.110 -2.246 -1.3163 -0.8706 -0.7262
O 2.999 -0.457 -1.038 -0.5135 0.0829 0.9845
C 3.807 -1.548 -0.536 1.1784 0.1544 -0.1183
N 2.168 2.090 -1.880 -0.9082 0.6738 1.6657
H 3.598 1.293 -4.749 -0.0110 0.2592 -0.2243
H 3.761 2.766 -3.722 0.1787 -0.3113 0.2418
H 2.227 2.440 -4.501 0.1960 0.0277 -0.4701
H 1.527 0.667 -3.171 0.2808 -0.4305 -0.2914
H 4.476 0.549 -2.059 0.0486 0.3244 -0.0417
H 3.573 -0.742 -2.922 0.3891 0.1636 -0.4748
H 4.031 -2.308 -1.284 -0.8718 -0.1985 -0.2292
H 3.480 -1.971 0.414 -0.7922 0.1786 -0.4801
H 4.814 -1.221 -0.276 0.0780 0.8224 -0.0019
H 3.012 2.426 -1.438 0.2528 -0.3269 0.7144
H 1.821 2.937 -2.307 -0.8317 0.0952 0.0064
C -4.411 -1.383 -1.912 -0.1904 1.0519 -0.7635
C -3.013 -0.787 -1.700 0.3944 -0.1756 -0.4475
C -2.771 0.568 -2.385 1.0930 -1.1911 0.0598
O -1.423 1.049 -2.056 -1.5709 -1.2045 0.3514
C -1.217 2.331 -2.554 1.6251 1.1362 0.7192
N -2.744 -0.739 -0.291 0.7935 0.0936 0.1344
H -5.256 -0.723 -1.716 0.2439 0.4190 0.5398
H -4.537 -2.257 -1.273 0.0064 -0.2983 -0.5926
H -4.499 -1.521 -2.990 -0.0586 -0.9281 0.0085
H -2.315 -1.552 -2.039 0.0162 0.2786 -0.6471
H -3.581 1.258 -2.150 0.3612 0.4281 0.3185
H -2.712 0.403 -3.461 -0.3678 -0.0474 -0.1428
H -1.917 3.081 -2.188 -0.3212 -0.1981 -0.0581
H -1.062 2.402 -3.631 -0.4391 -0.3746 -0.2457
H -0.251 2.558 -2.103 0.0224 0.6243 -0.1601
H -3.428 -0.119 0.119 -0.0092 0.5239 0.8622
H -2.931 -1.697 -0.033 0.3569 -0.1133 0.8979
C -2.560 -1.981 3.980 1.6967 0.9630 0.1560
C -1.597 -1.060 3.129 -1.1900 0.7372 -0.9316
C -0.593 -0.117 3.804 -0.5009 0.0460 0.9099
O -0.117 0.885 2.887 -1.0150 -0.8782 -0.9937
C 0.314 2.159 3.384 0.7828 -0.3853 0.8774
N -0.889 -1.867 2.172 0.3561 -1.2511 -0.7777
H -3.070 -2.722 3.365 0.0235 0.2064 -0.1792
H -3.291 -1.404 4.547 0.1317 0.0054 -0.0333
H -1.878 -2.509 4.647 -0.3443 -0.2691 0.3990
H -2.219 -0.445 2.479 -0.2323 0.4379 0.3663
H 0.235 -0.673 4.246 0.3099 -0.1056 -0.3404
H -1.096 0.292 4.679 -0.1593 0.7415 -0.1950
H 1.162 1.908 4.022 0.3191 0.5375 -0.0677
H -0.387 2.726 3.995 -0.6507 -0.4477 -0.2166
H 0.618 2.802 2.559 0.0176 -0.3673 -0.0721
H -0.462 -2.646 2.652 1.6191 0.1966 0.4861
H -1.571 -2.477 1.744 -0.5753 0.4709 -1.3031
```
Forces are in eV/Å.



2.
DFT (the ωB97M-V functional and the def2-TZVPD basis) results for a molecular structure, C12H33BiClI2P3 at a distorted geometry.

```
52
Properties=species:S:1:pos:R:3:forces:R:3
I 1.223 1.418 0.038 -1.2813 1.3569 1.1874
I 1.448 -1.795 -0.005 0.0162 -1.7379 -0.6945
Bi -0.506 -0.256 -4.353 0.6610 -0.1278 -0.3377
P -2.552 -0.093 -2.055 -1.1145 -0.0100 -0.4079
C -3.652 0.048 -0.591 0.3320 0.0128 0.5858
C -3.342 1.276 -3.002 0.1322 0.1510 0.4139
H -4.423 1.059 -3.039 0.4264 0.3212 -0.2761
H -4.542 -1.185 -2.861 0.3496 -0.3420 -0.2001
H -2.913 1.357 -4.013 -0.3253 0.1786 0.0238
H -3.103 -1.655 -3.869 -0.3379 -0.0983 0.1469
H -3.453 0.978 -0.044 -0.1493 -0.1790 -0.1725
H -3.165 2.222 -2.460 -0.0785 -0.2953 -0.4450
C -3.478 -1.471 -2.852 0.2268 -0.2243 0.3018
H -4.691 0.032 -0.959 0.3580 0.0938 0.1867
H -3.333 -2.389 -2.256 -0.1281 0.2617 -0.3667
H -3.512 -0.792 0.100 -0.1020 0.1575 -0.2296
P 2.870 -0.060 -1.980 2.9910 -0.9260 0.3650
C 4.231 0.106 -0.721 -0.1797 -0.1673 0.6496
C 3.679 -1.468 -2.839 -0.6303 -0.2721 -0.3195
H 3.166 1.284 -4.013 0.1756 0.1749 0.1384
H 4.664 1.123 -3.024 -0.3790 0.1177 -0.0061
H 3.348 2.266 -2.522 0.2156 -0.1864 -0.2616
C 3.580 1.303 -2.999 -1.0312 0.4561 -0.3840
H 3.322 -1.539 -3.873 0.1638 -0.1312 0.1032
H 4.755 -1.251 -2.821 -0.3603 -0.2910 -0.2128
H 5.190 -0.108 -1.230 -0.5713 0.1090 0.3137
H 4.071 -0.602 0.100 0.2501 0.1381 -0.2355
H 3.449 -2.403 -2.312 0.2234 0.2076 -0.1902
H 4.278 1.108 -0.293 -0.0527 -0.0276 -0.1286
Cl -0.237 -0.159 -6.766 -0.2966 0.0786 0.8378
C 2.424 0.736 3.301 -0.1080 -0.1690 -0.0024
C 1.305 -0.320 3.238 0.2144 -0.1433 -0.2364
P 0.034 -0.073 1.942 -0.0571 0.2652 -0.2856
C -1.175 -1.510 2.075 0.6653 -0.4027 -1.3283
C -1.873 -1.584 3.419 -0.5061 0.6755 0.4252
C -1.090 1.323 2.297 -0.1714 0.6012 -0.6550
C -1.186 1.722 3.748 -0.6812 -0.0178 0.8225
H 3.148 0.533 2.494 -0.2327 0.2485 0.3644
H 2.935 0.650 4.277 -0.1980 0.0971 -0.5192
H 2.022 1.754 3.187 0.2695 -0.2951 0.1055
H 1.740 -1.316 3.027 -0.3674 0.4107 0.2970
H 0.730 -0.358 4.180 0.1786 -0.0529 -0.3284
H -1.933 -1.385 1.271 0.6865 -0.0956 0.3352
H -0.610 -2.434 1.856 -0.2054 0.4762 0.0940
H -2.731 -0.894 3.412 0.2423 -0.2304 0.2249
H -2.276 -2.595 3.574 0.2725 0.2831 -0.0471
H -1.224 -1.307 4.259 -0.2556 -0.3256 -0.1492
H -0.780 2.175 1.680 -0.0564 -0.2619 0.3108
H -2.087 1.036 1.920 0.3776 -0.0370 0.0786
H -0.239 1.691 4.288 -0.0792 0.1061 -0.0727
H -1.596 2.733 3.820 0.1659 -0.0885 0.0047
H -1.909 1.068 4.249 0.3421 0.1571 0.1755
```
Forces are in eV/Å.

net charge: +2



The records above give, respectively, M values of 843.57; 768.56 g/mol.
The records above give, respectively, relative energy (zero: lowest compared OMol25 entry of this formula, charge and spin) values of 0.0; 58.1 kcal/mol.